No. 1
74
Properties=species:S:1:pos:R:3 method="wB97M-V/def2-TZVPD" homo_ev=-5.783 homo_lumo_gap_ev=5.12 spin_multiplicity=1
O -2.097 3.258 0.319
O 3.448 -0.798 3.361
O 1.634 2.548 4.822
O -0.259 2.272 0.896
N 3.848 1.924 3.039
N -8.565 2.169 -0.513
N -0.792 -4.758 -2.150
N 4.165 4.333 -3.448
C -7.236 2.517 -2.165
C 2.281 3.623 -4.540
C -2.474 -5.231 -0.301
C 0.597 3.510 5.057
C 3.885 1.904 4.584
C -0.204 -2.394 -2.819
C 2.985 2.908 5.218
C 0.052 -5.499 -3.079
C -7.483 1.369 -0.290
C 4.700 0.888 2.259
C 3.219 3.350 -3.548
C -1.875 -5.659 -1.683
C 4.126 -0.558 2.172
C 0.750 -6.582 -2.316
C -8.491 2.769 -1.713
C -1.464 2.383 0.974
C -6.565 1.677 -1.262
C 3.703 5.250 -4.424
C -1.210 -3.594 -2.914
C -2.254 1.293 1.710
C 2.385 -1.717 3.253
C 2.655 4.798 -5.156
H -7.310 0.790 0.605
H 1.508 -6.128 -1.677
H 5.717 1.058 2.611
H 4.949 -1.271 2.117
H -2.875 -4.217 -0.301
H 1.957 -1.684 4.254
H -9.261 3.449 -2.048
H 4.431 6.022 -4.627
H 3.971 2.844 2.641
H 2.985 2.797 6.302
H 2.882 -2.670 3.069
H -3.285 -5.924 -0.076
H -6.709 2.891 -3.031
H -0.119 -2.011 -1.802
H -2.204 -3.264 -2.611
H -1.554 -6.695 -1.570
H 0.715 -2.869 -3.160
H -1.422 -3.744 -3.973
H -1.660 1.066 2.596
H -0.562 -1.645 -3.526
H 0.760 -4.960 -3.709
H -9.346 2.214 0.126
H 1.450 -7.145 -2.933
H 4.749 1.346 1.271
H 3.337 3.920 5.016
H -2.638 -5.654 -2.461
H 3.475 0.933 4.860
H -1.737 -5.239 0.502
H -5.568 1.265 -1.316
H 0.805 4.398 4.461
H -0.532 -5.972 -3.869
H -3.312 1.508 1.860
H -2.139 0.366 1.149
H 1.699 -1.454 2.448
H 3.248 2.501 -2.882
H 0.182 -7.454 -1.992
H 2.099 5.194 -5.993
H 4.919 2.040 4.900
H 0.570 3.610 6.143
H 1.329 3.131 -4.666
H -0.321 3.024 4.726
H 3.529 -0.619 1.262
H 2.876 1.824 2.783
H 4.947 4.472 -2.825

***

No. 2
54
Properties=species:S:1:pos:R:3 method="wB97M-V/def2-TZVPD" de_lowest_kcal_mol=83.9 homo_ev=-13.526 homo_lumo_gap_ev=11.06 spin_multiplicity=1 total_charge=+1
O -1.317 2.727 2.348
O -3.810 -2.134 0.096
O 2.747 1.712 3.178
O -3.395 0.433 1.782
O -0.084 -0.420 2.287
O 1.316 -4.377 -0.408
O 2.345 -0.806 3.439
O -1.366 -3.106 -1.650
O 1.072 3.025 1.526
O 3.013 0.885 -2.467
O 2.463 -1.668 1.051
N 1.443 0.659 -0.028
C -0.471 -0.286 -1.433
C 0.033 0.191 -0.077
C -0.487 0.989 -2.323
C -0.205 -0.963 0.962
C -0.511 0.453 -3.780
C -1.742 1.944 -2.313
H 2.969 -1.335 1.821
H -0.624 0.934 0.434
H -1.440 -0.742 -1.465
H 2.771 1.798 -2.756
H 2.741 -2.484 0.646
H -1.317 -1.195 0.769
H 0.139 -0.444 -4.006
H 1.774 0.732 -1.053
H 2.140 0.007 0.304
H -1.266 3.515 2.888
H -1.723 2.465 -3.261
H 0.429 1.587 -2.218
H -4.146 -2.297 0.971
H 0.575 3.647 0.981
H -1.541 0.111 -4.001
H -4.469 -1.995 -0.579
H 1.583 1.452 0.519
H -2.679 1.341 -1.999
H 1.697 -0.679 2.712
H -1.933 -3.445 -2.351
H -1.622 2.687 -1.493
H 1.421 -3.461 -0.691
H 1.853 -1.646 3.723
H 3.653 1.679 2.862
H 0.463 -4.452 -0.871
H 2.756 1.136 3.947
H -2.441 0.523 1.829
H 0.077 -1.069 -2.053
H 1.687 3.441 2.169
H -0.788 -0.775 2.830
H -0.726 2.006 2.541
H -1.885 -2.977 -0.845
H -0.341 1.273 -4.464
H 0.225 -1.958 0.861
H -3.916 1.011 2.369
H 2.862 0.349 -3.262

***

No. 3
17
Properties=species:S:1:pos:R:3 method="wB97M-V/def2-TZVPD" de_lowest_kcal_mol=0.0 homo_ev=-9.500 smiles="CC1(O)CC=CC1" homo_lumo_gap_ev=10.52 spin_multiplicity=1
O 1.495 -0.871 0.361
C 0.539 0.159 0.136
C 1.286 1.460 0.349
C -0.084 -0.019 -1.266
C -1.506 -1.049 0.291
C -1.181 -1.028 -1.003
C -0.673 -0.056 1.071
H -1.648 -1.627 -1.781
H 1.028 -1.711 0.238
H 0.671 -0.338 -1.993
H 2.128 1.519 -0.347
H -0.347 -0.401 2.058
H 0.637 2.328 0.194
H -2.281 -1.668 0.737
H -1.230 0.882 1.209
H -0.517 0.927 -1.624
H 1.682 1.493 1.369